{"formula": "C3H6N2O2", "method": "the ωB97M-V functional and the def2-TZVPD basis", "elements": ["C", "H", "H", "H", "C", "H", "O", "N", "C", "H", "H", "N", "O"], "xyz": [[-1.6919, 0.0633, -0.3520], [0.5021, 1.1952, -1.0267], [-2.7465, 0.1481, -0.0708], [0.3354, -1.4796, 0.0643], [1.4171, 0.1648, 0.6491], [1.7860, -1.7743, 0.9776], [-0.9689, 0.8936, 0.4012], [1.0435, -1.1434, 0.7109], [0.3983, 1.1419, 0.0623], [0.6207, 2.1157, 0.4933], [-1.9727, -1.2132, -1.6961], [-1.2151, -0.7007, -1.2479], [2.4919, 0.5887, 1.0348]], "nbo_charge": [0.4282, 0.2191, 0.1608, 0.4183, 0.6478, 0.3999, -0.4851, -0.8310, -0.1806, 0.2253, 0.3618, -0.7610, -0.6035], "spin_multiplicity": 1, "homo_ha": -0.3615, "homo_lumo_gap_ev": 10.629, "lumo_ev": 0.791, "e_above_lowest_kj_mol": 120.5}

{"formula": "C34H35InN2O", "method": "the ωB97M-V functional and the def2-TZVPD basis", "elements": ["C", "H", "H", "C", "H", "H", "H", "H", "C", "C", "O", "H", "C", "C", "H", "H", "C", "C", "C", "C", "H", "H", "H", "C", "C", "C", "C", "C", "H", "H", "C", "C", "N", "H", "H", "H", "H", "C", "C", "C", "N", "H", "H", "H", "H", "C", "H", "H", "H", "C", "H", "H", "H", "H", "C", "C", "C", "C", "C", "H", "C", "H", "C", "C", "C", "H", "In", "H", "H", "C", "C", "C", "H"], "xyz": [[3.2868, 0.6046, -5.0580], [-0.0467, -0.0435, -5.5519], [-3.8307, -2.4075, -2.7161], [-1.0458, -0.2775, -2.5305], [0.0135, -2.2512, -3.7326], [-2.3273, 2.9075, 1.5034], [1.6047, -0.1762, -2.4994], [-1.7101, 0.9536, 5.1074], [-2.2646, -2.1541, -0.2435], [3.1611, 1.8191, -4.3791], [-1.9451, 1.6664, -1.4603], [0.6900, 4.9367, 4.9916], [-0.9695, 0.1887, 4.8732], [0.8587, 0.4879, -5.2382], [-3.2124, -1.6041, -0.2130], [-1.3092, -3.4418, -3.7978], [1.3226, 1.3805, -0.8490], [-0.8006, 2.5597, 3.0304], [-1.5318, -2.3467, -1.4431], [-3.2991, -1.4962, -3.0199], [-1.8707, -2.7728, 1.8782], [2.2025, -1.0017, -6.0100], [-3.7571, -0.6640, -2.4895], [-0.7354, 5.3138, 3.3587], [2.7081, 0.2470, 0.6131], [0.5033, -0.8601, 3.2535], [-1.6732, 3.3775, 2.2577], [1.7333, 0.1187, -1.4498], [-1.3659, -1.9538, -4.7925], [0.5540, -3.1820, -1.7393], [0.8484, -1.8287, 4.2016], [-1.7167, 1.0812, -2.5812], [-1.7196, 1.6445, -3.8635], [1.0866, 2.2426, -1.4614], [0.4636, -2.5801, 6.2214], [-2.6574, 1.7433, -4.2742], [1.8098, 3.3572, -3.6625], [2.1324, -0.0549, -5.4802], [1.8935, 2.3831, -4.1722], [-0.6929, -0.8187, 5.7915], [-0.6922, 1.2244, 2.6850], [3.3979, 0.0272, 1.4166], [-1.2355, -0.8297, 6.7462], [-3.4456, -1.3733, -4.0906], [1.5354, -2.6510, 3.9605], [-0.3331, -3.3011, 0.2950], [-2.0767, 5.4500, 1.6553], [0.4872, -3.7078, 0.9032], [0.5704, 2.4964, 4.7051], [-0.0569, 3.1266, 4.0921], [-0.8563, 2.9737, -5.2623], [-0.3372, 3.2746, -3.5502], [4.2664, 0.1861, -5.2769], [-0.1159, -0.2593, -3.1553], [2.4933, -0.5921, -0.5228], [-1.5572, -2.7955, 0.8204], [-0.3707, 0.2069, 3.5785], [0.2379, -1.8214, 5.4656], [0.0072, 4.5055, 4.2403], [2.2056, 2.3976, 0.9483], [-1.5861, 4.7687, 2.3701], [2.9760, -1.5484, -0.7152], [0.7226, 1.7167, -4.5568], [-1.0705, -2.3739, -3.8327], [-0.5704, 2.4876, -4.3078], [-0.6804, 6.4034, 3.4736], [-0.8340, 0.9478, 0.3387], [0.9257, -0.9334, 2.2543], [4.0540, 2.3297, -3.9978], [-0.2988, -2.9929, -1.0927], [2.0648, 1.4708, 0.3974], [-1.8052, -1.6192, -2.7409], [-0.5932, -0.3377, -1.5092]], "lowdin_charge": [-0.0836, 0.1092, 0.0998, -0.0958, 0.0784, 0.0784, 0.0909, 0.1150, -0.1212, -0.0716, -0.0567, 0.1103, -0.0387, -0.0543, 0.0887, 0.1025, -0.2406, -0.3303, -0.2923, -0.0258, 0.0936, 0.1060, 0.0773, -0.1171, -0.1272, -0.0351, -0.0800, -0.1480, 0.0752, 0.0964, -0.0845, -0.3222, 0.0431, 0.0816, 0.0968, 0.1516, 0.1171, -0.0761, -0.0658, -0.0933, -0.0508, 0.1000, 0.1041, 0.0771, 0.1064, -0.1392, 0.1069, 0.0867, 0.1103, -0.0359, 0.1385, 0.1214, 0.1051, 0.0923, -0.0905, -0.1235, -0.3012, -0.1042, -0.0866, 0.1038, -0.0934, 0.1060, -0.2329, -0.0495, -0.1099, 0.0936, 1.2270, 0.0782, 0.1116, -0.0801, -0.1727, -0.4792, 0.0287], "spin_multiplicity": 1, "homo_ha": [-0.2459, -0.2455], "homo_lumo_gap_ev": [4.603, 4.589], "lumo_ev": [-2.088, -2.092], "e_above_lowest_kj_mol": 337.5}

{"formula": "C7H3N3O5", "method": "the ωB97M-V functional and the def2-TZVPD basis", "elements": ["C", "H", "O", "N", "O", "C", "O", "C", "N", "O", "O", "N", "C", "H", "C", "H", "C", "C"], "xyz": [[-1.8505, 0.0101, -0.2813], [0.7426, -1.1244, 1.9937], [-0.6977, 0.3204, 1.6539], [-3.1639, 2.1813, -0.4216], [2.2388, 1.9397, 0.9085], [2.3104, -1.0104, -0.0783], [2.4706, -1.1227, -1.2731], [1.5519, 1.5285, -0.0476], [-2.9297, -2.2159, 0.1839], [2.8138, -1.6177, 0.8813], [1.2534, 2.1474, -1.0853], [0.3713, -0.3219, 1.3627], [-2.5195, 1.2489, -0.2273], [-0.0067, 0.4925, -1.5171], [1.1197, 0.0749, 0.3010], [-0.5911, -1.1973, -1.4743], [-2.4875, -1.1427, 0.1154], [-0.6259, -0.1907, -0.9944]], "nbo_charge": [-0.3648, 0.3898, -0.4888, -0.4095, -0.7277, 0.7745, -0.7354, 0.7333, -0.4311, -0.7884, -0.7440, -0.0999, 0.3512, 0.2804, 0.0197, 0.2071, 0.3362, -0.3025], "spin_multiplicity": 1, "homo_ha": [-0.0648, -0.0648], "homo_lumo_gap_ev": [7.849, 7.850], "total_charge": -2, "lumo_ev": [6.085, 6.086], "e_above_lowest_kj_mol": 271.2}

{"formula": "C36H60Br18Ga", "method": "the ωB97M-V functional and the def2-TZVPD basis", "elements": ["Br", "H", "H", "C", "C", "H", "H", "Br", "H", "Br", "H", "C", "C", "C", "H", "C", "H", "H", "H", "H", "C", "H", "H", "C", "C", "Br", "H", "Br", "C", "C", "C", "C", "C", "C", "H", "C", "H", "Br", "H", "H", "C", "Br", "C", "H", "H", "C", "H", "H", "H", "H", "H", "C", "H", "C", "Br", "H", "Br", "H", "H", "C", "C", "H", "H", "C", "H", "Br", "H", "H", "C", "H", "C", "H", "H", "C", "H", "Br", "H", "H", "H", "C", "Br", "H", "H", "C", "H", "Br", "H", "H", "H", "C", "H", "C", "H", "H", "H", "C", "H", "Br", "H", "H", "Ga", "C", "H", "Br", "H", "Br", "Br", "C", "Br", "H", "C", "H", "H", "C", "H"], "xyz": [[4.1870, -5.5642, 2.7070], [6.8902, 4.4397, -1.3074], [2.8163, -1.5386, 4.9334], [-3.3463, -1.6266, 8.0177], [-3.2148, -0.1301, 8.1350], [-2.3908, 0.3133, 2.6924], [1.9034, 6.3878, -3.5419], [-2.8036, -0.4229, -5.9107], [-7.2953, 3.7344, 9.6839], [4.0935, -2.1007, 1.4446], [-3.4199, -3.2723, -2.6350], [2.6321, 1.3932, 1.5307], [1.9406, 0.1103, 1.2437], [1.9521, 5.2987, -3.5559], [6.1144, -3.4347, 2.0405], [-4.1886, 2.2697, -8.9789], [-2.1796, 0.0301, -2.9274], [3.9021, 2.1425, -1.7230], [-5.2429, -0.6166, -5.5964], [-3.3987, -1.2655, 4.4195], [-0.7521, -2.6613, 1.6158], [2.7002, 0.0234, -2.2082], [-4.3967, -1.9182, 7.9848], [4.3336, 1.1542, -6.8177], [-4.7087, -2.4547, -6.5710], [3.8563, 4.8767, -3.5206], [-5.7522, -2.7648, -6.6217], [4.9275, -0.0161, -5.3790], [4.8029, -4.8354, 1.0062], [-0.3281, -1.6263, -2.3072], [-6.6760, 3.3595, 8.8692], [7.7643, 4.0353, -0.8004], [-1.8496, -1.9137, -1.9440], [-2.4085, -2.9426, -3.0196], [-0.0189, -2.1407, -3.2674], [7.4157, 3.0554, 0.2907], [-0.2612, -4.1830, 0.1439], [1.6424, 1.5635, -5.9316], [-7.8549, 1.5697, 8.7199], [1.5639, 4.9342, -4.5049], [5.4401, -3.4818, 1.1873], [8.8817, 3.2102, -2.1674], [-3.9697, 2.9624, -7.6588], [-1.9344, -2.3329, -0.9096], [1.4327, -0.4627, 2.0514], [0.2739, -3.3272, 0.6542], [3.2898, 3.0173, -7.0534], [-2.5065, -2.3686, -3.9881], [-2.8501, -2.1655, 8.8227], [-0.6608, -0.5469, 0.9072], [3.8590, 0.5225, -7.5656], [1.2396, 4.7188, -2.3614], [-4.2087, -3.0051, -5.7763], [2.2216, -0.6262, 4.9849], [6.0226, 1.8165, -0.2855], [-0.1653, -0.5222, -2.5128], [-3.9213, -3.0440, -8.2534], [-4.8600, -0.4130, -7.3184], [-1.6293, -5.5858, 1.7429], [-2.3631, -3.0849, 3.6070], [-1.1191, -1.2550, 1.6335], [-3.8360, 0.2484, 8.9466], [-2.4698, 0.0722, -1.1105], [2.6699, 0.4046, -1.1539], [2.4374, -0.0089, 4.1148], [-4.8565, 3.8751, 9.3340], [3.7906, 2.6979, -5.3798], [-1.6925, -3.7964, -3.1343], [-2.6991, -1.6301, 3.6471], [-3.7053, -0.7683, -2.2071], [-1.4174, -3.5529, 2.6104], [1.9974, -0.4157, 7.1415], [8.3620, 4.8565, -0.4041], [3.3772, 1.6461, -0.8787], [0.2417, 5.1470, -2.2659], [-2.5859, -2.2722, 6.3412], [5.5309, -5.5573, 0.6356], [-2.8283, -3.7815, 4.3459], [-0.0134, -5.3128, 2.5052], [-2.0788, -0.7632, 2.6427], [0.9533, 2.8063, -2.5641], [2.1942, -2.9671, -1.5597], [-6.3054, 1.3245, 9.5517], [1.9346, -0.3929, -0.1343], [-4.4204, 2.4385, -6.8189], [0.3724, -1.2151, 4.8194], [2.6431, 1.8357, 2.5609], [5.2467, 1.5802, -7.2337], [1.7817, 4.8607, -1.4278], [3.4295, 2.2423, -6.2993], [-3.5781, 1.3687, -9.0450], [-2.6154, -0.5120, -2.0532], [1.1241, -3.7667, 1.2435], [-6.9314, 3.8863, 7.9524], [3.9429, -4.8170, 0.3386], [-6.8058, 1.8635, 8.7497], [-2.9055, 3.0966, -7.4678], [-6.0504, 1.2192, 7.0746], [-1.5318, -5.5914, 3.5320], [3.8447, 3.1284, 0.7045], [1.0239, -2.1090, -0.8176], [2.4565, 0.0860, 6.2920], [3.5241, 0.2050, 6.4783], [-4.7141, 4.7637, -7.6708], [5.9796, -3.1891, 0.2863], [-6.0285, 1.6501, -9.1598], [-1.3955, 0.3879, 8.6058], [3.3310, 2.1590, 0.5069], [1.7443, 1.9004, 6.2520], [6.9942, 3.5752, 1.1517], [-4.6069, -0.9600, -6.4125], [8.2641, 2.4550, 0.6143], [-3.4651, 0.3946, 7.2190], [-1.1037, -5.0949, 2.6168], [-3.9828, 2.9060, -9.8367]], "lowdin_charge": [0.5715, 0.0409, 0.0576, -0.6480, -0.7556, 0.0952, 0.0529, 0.6673, 0.0552, 0.7513, 0.0718, -0.0948, -0.1981, -0.6726, 0.0426, -0.6858, 0.0317, 0.0234, 0.0651, 0.0045, -0.2360, 0.0881, 0.0515, -0.7024, -0.6836, 0.6317, 0.0577, 0.6124, -0.6901, -0.2576, -0.6991, -0.6977, -0.4594, -0.1171, 0.0454, -0.6580, 0.0610, 0.5841, 0.0559, 0.0464, -0.6803, 0.5847, -0.7092, 0.0937, 0.0501, -0.2350, 0.0557, 0.0049, 0.0469, 0.0872, 0.0465, -0.6684, 0.0430, -0.6694, 0.8474, 0.0277, 0.5954, -0.0040, 0.0819, -0.1835, -0.0811, 0.0280, 0.0675, -0.1796, 0.0194, 0.6129, -0.0128, 0.0755, -0.2630, 0.0664, -0.2086, 0.0441, 0.0516, -0.3475, 0.0546, 0.8244, 0.0510, 0.0391, 0.0660, -0.1206, 0.7012, -0.0519, 0.0495, -0.2887, 0.0379, 0.7398, 0.0793, 0.0530, 0.0521, -0.7049, 0.0551, -0.1047, 0.0407, 0.0506, 0.0479, -0.6799, 0.0595, 0.6961, 0.0689, 0.0672, 0.3561, -0.6865, 0.0533, 0.5977, 0.0580, 0.6037, 0.6043, -0.2286, 0.5741, 0.0587, -0.6794, 0.0447, -0.0096, -0.0768, 0.0495], "spin_multiplicity": 1, "homo_ha": -0.1725, "homo_lumo_gap_ev": 6.297, "total_charge": -1, "lumo_ev": 1.602}

{"formula": "C4H13N3", "method": "the ωB97M-V functional and the def2-TZVPD basis", "elements": ["N", "C", "N", "H", "H", "N", "H", "C", "H", "C", "H", "H", "H", "C", "H", "H", "H", "H", "H", "H"], "xyz": [[-1.3508, 1.5972, -1.6945], [-1.6646, -0.7933, -1.2803], [-1.0451, -2.1136, -1.4047], [-0.5031, 0.0678, -2.8391], [2.9184, 1.3956, 3.3636], [2.8246, 0.6374, 2.7016], [-0.0457, -0.0331, 1.0339], [0.7951, -0.2216, 1.6850], [-1.6521, -2.8188, -1.0057], [-0.7223, 0.2729, -1.7906], [-1.2210, 1.9997, -0.7741], [-0.1750, -2.1434, -0.8851], [0.9016, -1.2029, 2.1277], [1.6719, 0.7473, 1.9051], [0.2334, 0.2140, -1.2528], [2.8771, -0.2513, 3.1833], [-1.9597, -0.5450, -0.2529], [-0.9122, 2.2348, -2.3462], [1.5970, 1.7105, 1.4154], [-2.5673, -0.7542, -1.8894]], "nbo_charge": [-0.8375, -0.2198, -0.8355, 0.1949, 0.3721, -0.8168, 0.2004, -0.5142, 0.3561, -0.2268, 0.3497, 0.3509, 0.1926, 0.0132, 0.1638, 0.3647, 0.1535, 0.3578, 0.1860, 0.1948], "spin_multiplicity": 1, "homo_ha": -0.3212, "homo_lumo_gap_ev": 9.729, "lumo_ev": 0.990, "e_above_lowest_kj_mol": 110.2}

{"formula": "C3H8O", "method": "the ωB97M-V functional and the def2-TZVPD basis", "elements": ["H", "H", "H", "C", "C", "H", "H", "H", "O", "H", "C", "H"], "xyz": [[-0.0211, -2.5362, 3.4789], [0.0249, 0.5297, -3.4485], [0.3993, 2.2637, -2.9871], [0.3064, -1.4909, 3.5267], [0.1649, -0.7392, 2.4617], [-1.2222, 1.5976, -3.4839], [-0.4696, -0.6034, 0.6250], [0.0607, 1.8326, -4.6799], [-0.2496, -1.2744, 1.2744], [0.6779, -1.4491, 4.5410], [-0.1420, 1.5833, -3.6429], [0.4705, 0.2863, 2.3346]], "nbo_charge": [0.2009, 0.2135, 0.2145, -0.5226, 0.1407, 0.2121, 0.4803, 0.2155, -0.6897, 0.2257, -0.8558, 0.1646], "spin_multiplicity": 1, "homo_ha": -0.3361, "homo_lumo_gap_ev": 9.726, "lumo_ev": 0.581, "e_above_lowest_kj_mol": 137.6}